# 1
DFT (the ωB97M-V functional and the def2-TZVPD basis) results for a 12-piece molecular cluster, C98H216Cl2N10 overall in a non-equilibrium geometry.

Summary:
**Net charge**: +8
**Frontier orbital gap**: 6.642 eV
**LUMO energy**: -14.01 eV

Last column: Löwdin charge in e.
Positions of all 326 atoms, in Å:
C (2.82, -2.51, 1.43)  -0.081
C (2.38, -1.14, 1.99)  -0.239
C (2.37, -0.05, 0.86)  -0.152
C (1.38, -0.31, -0.31)  -0.076
N (1.31, 0.84, -1.36)  -0.196
C (0.58, 2.03, -0.74)  -0.078
C (-0.91, 1.92, -1.29)  -0.142
C (-0.96, 0.71, -2.20)  -0.186
C (0.50, 0.55, -2.62)  -0.154
C (2.72, 1.28, -1.88)  0.035
H (2.74, -3.33, 2.14)  0.070
H (3.89, -2.37, 1.22)  0.089
H (2.27, -2.81, 0.54)  0.051
H (2.97, -0.98, 2.89)  0.104
H (1.36, -1.24, 2.36)  0.080
H (3.40, -0.02, 0.51)  0.104
H (2.14, 0.92, 1.31)  0.100
H (0.34, -0.41, -0.01)  0.125
H (1.67, -1.18, -0.89)  0.120
H (1.05, 2.98, -1.00)  0.058
H (0.56, 1.96, 0.35)  0.109
H (-1.16, 2.80, -1.89)  0.082
H (-1.64, 1.76, -0.50)  0.096
H (-1.60, 0.94, -3.05)  0.089
H (-1.34, -0.24, -1.81)  0.095
H (0.76, 1.33, -3.33)  0.084
H (0.73, -0.37, -3.16)  0.055
H (2.70, 2.19, -2.47)  0.087
H (3.17, 0.49, -2.48)  0.086
H (3.38, 1.50, -1.04)  0.083
C (-3.53, -4.76, 3.06)  -0.129
C (-2.34, -5.58, 2.70)  -0.213
C (-2.36, -5.89, 1.16)  -0.153
C (-2.24, -4.62, 0.28)  -0.094
N (-2.08, -4.82, -1.23)  -0.246
C (-0.75, -5.53, -1.60)  -0.070
C (0.19, -4.43, -2.12)  -0.118
C (-0.55, -3.13, -1.84)  -0.151
C (-2.01, -3.55, -2.02)  -0.113
C (-3.18, -5.71, -1.88)  0.079
H (-3.55, -3.78, 2.58)  0.040
H (-3.56, -4.46, 4.11)  0.063
H (-4.45, -5.32, 2.90)  0.102
H (-2.53, -6.52, 3.23)  0.127
H (-1.41, -5.14, 3.06)  0.110
H (-3.22, -6.45, 0.79)  0.118
H (-1.56, -6.59, 0.94)  0.115
H (-1.31, -4.18, 0.64)  0.134
H (-3.13, -3.99, 0.35)  0.108
H (-0.91, -6.37, -2.28)  0.140
H (-0.27, -6.06, -0.78)  0.131
H (0.55, -4.63, -3.14)  0.133
H (1.08, -4.47, -1.50)  0.115
H (-0.29, -2.38, -2.58)  0.096
H (-0.32, -2.82, -0.82)  0.098
H (-2.28, -3.67, -3.07)  0.116
H (-2.74, -2.89, -1.54)  0.123
H (-4.02, -5.15, -1.47)  0.099
H (-2.95, -6.69, -1.44)  0.116
H (-3.19, -5.64, -2.97)  0.115
C (-4.41, -3.98, -11.79)  -0.081
C (-4.03, -4.40, -10.38)  -0.256
C (-3.21, -3.37, -9.57)  -0.179
C (-2.95, -3.72, -8.08)  -0.072
N (-2.34, -2.51, -7.29)  -0.203
C (-2.08, -2.87, -5.81)  -0.113
C (-2.17, -1.53, -5.02)  -0.152
C (-2.63, -0.43, -6.01)  -0.163
C (-3.24, -1.22, -7.16)  -0.052
C (-0.92, -2.14, -7.81)  0.030
H (-5.30, -4.45, -12.20)  0.091
H (-3.68, -4.34, -12.52)  0.085
H (-4.38, -2.89, -11.81)  0.074
H (-3.26, -5.14, -10.61)  0.106
H (-4.78, -5.01, -9.87)  0.115
H (-3.81, -2.46, -9.59)  0.107
H (-2.26, -3.31, -10.11)  0.123
H (-2.32, -4.60, -7.90)  0.140
H (-3.89, -3.96, -7.59)  0.126
H (-1.23, -3.52, -5.62)  0.132
H (-2.91, -3.53, -5.57)  0.110
H (-1.20, -1.40, -4.55)  0.080
H (-3.00, -1.47, -4.31)  0.101
H (-1.80, 0.16, -6.39)  0.099
H (-3.30, 0.31, -5.56)  0.094
H (-3.27, -0.68, -8.10)  0.141
H (-4.22, -1.56, -6.81)  0.142
H (-0.34, -1.37, -7.30)  0.037
H (-1.12, -1.77, -8.82)  0.105
H (-0.21, -2.96, -7.79)  0.118
C (1.07, -1.78, 5.79)  -0.084
C (0.71, -0.33, 5.47)  -0.226
C (-0.73, 0.16, 5.81)  -0.166
C (-1.76, -0.56, 4.97)  -0.121
N (-3.10, -0.97, 5.63)  -0.214
C (-4.23, -1.14, 4.57)  -0.094
C (-5.55, -1.03, 5.31)  -0.108
C (-5.21, 0.02, 6.41)  -0.115
C (-3.71, 0.10, 6.53)  -0.110
C (-2.80, -2.21, 6.53)  0.065
H (0.28, -2.44, 5.42)  0.049
H (1.25, -2.03, 6.83)  0.093
H (1.89, -2.09, 5.13)  0.065
H (0.81, -0.11, 4.41)  0.084
H (1.46, 0.32, 5.92)  0.107
H (-0.74, 1.22, 5.60)  0.071
H (-0.97, 0.09, 6.87)  0.126
H (-1.54, -1.49, 4.44)  0.126
H (-2.01, 0.24, 4.27)  0.097
H (-4.10, -2.14, 4.15)  0.095
H (-4.02, -0.45, 3.75)  0.119
H (-5.82, -1.99, 5.74)  0.126
H (-6.31, -0.64, 4.63)  0.114
H (-5.66, -0.21, 7.38)  0.135
H (-5.55, 1.02, 6.13)  0.127
H (-3.36, 0.01, 7.56)  0.143
H (-3.27, 1.04, 6.20)  0.127
H (-2.46, -3.00, 5.87)  0.089
H (-3.68, -2.43, 7.14)  0.119
H (-2.01, -2.04, 7.27)  0.110
C (6.69, 4.25, -1.33)  -0.111
C (7.88, 3.44, -1.84)  -0.245
C (7.38, 2.24, -2.60)  -0.196
C (6.68, 2.47, -3.97)  -0.033
N (6.47, 1.13, -4.80)  -0.253
C (7.68, 0.26, -4.94)  -0.096
C (7.42, -0.67, -6.18)  -0.137
C (6.38, -0.06, -7.05)  -0.116
C (6.06, 1.29, -6.28)  -0.065
C (5.39, 0.41, -4.09)  -0.024
H (6.26, 4.80, -2.17)  0.058
H (6.88, 5.00, -0.56)  0.082
H (5.86, 3.58, -1.15)  0.039
H (8.48, 3.21, -0.96)  0.109
H (8.60, 4.08, -2.34)  0.126
H (6.80, 1.67, -1.88)  0.098
H (8.26, 1.65, -2.83)  0.113
H (7.40, 3.01, -4.59)  0.143
H (5.71, 2.97, -3.88)  0.093
H (7.78, -0.32, -4.03)  0.135
H (8.53, 0.90, -5.17)  0.147
H (7.21, -1.62, -5.69)  0.118
H (8.33, -0.77, -6.78)  0.134
H (5.43, -0.59, -7.13)  0.112
H (6.64, 0.17, -8.08)  0.131
H (5.05, 1.69, -6.36)  0.123
H (6.74, 2.07, -6.63)  0.134
H (5.42, -0.62, -4.44)  0.112
H (4.43, 0.83, -4.39)  0.056
H (5.51, 0.34, -3.01)  0.092
C (-2.30, 2.95, 3.27)  -0.072
C (-1.42, 4.16, 2.75)  -0.252
C (-1.93, 4.78, 1.48)  -0.186
C (-0.76, 5.73, 1.16)  -0.098
N (-1.01, 6.64, -0.10)  -0.214
C (0.27, 7.46, -0.49)  -0.062
C (0.01, 8.93, -0.05)  -0.135
C (-1.44, 9.12, -0.25)  -0.163
C (-1.95, 7.81, 0.26)  -0.114
C (-1.52, 5.82, -1.31)  0.023
H (-2.03, 2.68, 4.29)  0.046
H (-2.09, 2.09, 2.63)  0.049
H (-3.37, 3.12, 3.20)  0.077
H (-0.37, 3.89, 2.67)  0.095
H (-1.40, 4.96, 3.49)  0.121
H (-2.83, 5.35, 1.69)  0.131
H (-2.10, 4.03, 0.71)  0.095
H (0.10, 5.14, 0.83)  0.077
H (-0.52, 6.46, 1.93)  0.146
H (0.50, 7.30, -1.54)  0.123
H (1.09, 7.07, 0.12)  0.085
H (0.57, 9.78, -0.45)  0.144
H (0.18, 8.99, 1.02)  0.128
H (-1.80, 9.33, -1.26)  0.132
H (-1.83, 9.98, 0.30)  0.147
H (-2.88, 7.53, -0.24)  0.127
H (-2.11, 7.75, 1.33)  0.139
H (-1.49, 6.51, -2.16)  0.099
H (-2.54, 5.52, -1.07)  0.092
H (-0.78, 5.03, -1.41)  0.082
C (8.06, 0.40, 1.73)  -0.062
C (6.59, 0.67, 2.24)  -0.262
C (6.44, 2.04, 2.83)  -0.194
C (4.97, 2.35, 3.26)  -0.051
N (4.75, 3.79, 3.95)  -0.136
C (5.38, 4.92, 3.07)  -0.105
C (6.14, 5.84, 3.98)  -0.144
C (5.92, 5.31, 5.38)  -0.158
C (5.60, 3.87, 5.23)  -0.110
C (3.19, 4.06, 4.21)  -0.089
C (2.50, 3.17, 5.23)  -0.205
C (0.98, 3.39, 5.41)  -0.076
H (8.84, 0.37, 2.50)  0.088
H (8.19, 1.22, 1.03)  0.058
H (8.19, -0.49, 1.12)  0.074
H (6.23, -0.10, 2.92)  0.104
H (6.02, 0.66, 1.30)  0.086
H (6.89, 2.74, 2.13)  0.111
H (7.11, 2.01, 3.70)  0.117
H (4.57, 1.55, 3.87)  0.119
H (4.36, 2.64, 2.39)  0.091
H (4.53, 5.49, 2.69)  0.085
H (5.94, 4.62, 2.18)  0.115
H (5.96, 6.91, 3.87)  0.138
H (7.20, 5.68, 3.80)  0.127
H (4.96, 5.76, 5.65)  0.116
H (6.71, 5.55, 6.09)  0.148
H (5.06, 3.50, 6.11)  0.126
H (6.54, 3.33, 5.16)  0.129
H (2.81, 3.80, 3.23)  0.087
H (3.17, 5.13, 4.40)  0.136
H (3.00, 3.25, 6.20)  0.115
H (2.59, 2.20, 4.74)  0.082
H (0.59, 3.43, 6.43)  0.092
H (0.37, 2.72, 4.81)  0.036
H (0.75, 4.43, 5.20)  0.079
C (3.67, 4.57, -4.17)  -0.124
C (2.37, 5.30, -4.12)  -0.242
C (1.36, 4.62, -5.09)  -0.165
C (0.01, 5.38, -5.16)  -0.086
N (-1.07, 4.54, -5.85)  -0.164
C (-2.47, 5.27, -5.65)  -0.072
C (-3.40, 4.38, -4.87)  -0.114
C (-2.80, 2.97, -5.15)  -0.165
C (-1.32, 3.17, -5.09)  -0.108
C (-0.82, 4.16, -7.36)  -0.066
C (-0.57, 5.42, -8.23)  -0.218
C (-0.74, 5.29, -9.79)  -0.045
H (4.17, 5.03, -3.32)  0.076
H (4.25, 4.77, -5.07)  0.100
H (3.65, 3.48, -4.08)  0.049
H (2.62, 6.34, -4.36)  0.134
H (1.89, 5.17, -3.15)  0.088
H (1.30, 3.59, -4.74)  0.093
H (1.78, 4.51, -6.09)  0.121
H (-0.01, 6.33, -5.69)  0.140
H (-0.37, 5.46, -4.14)  0.103
H (-2.77, 5.39, -6.69)  0.129
H (-2.33, 6.31, -5.36)  0.138
H (-4.48, 4.53, -4.95)  0.137
H (-3.25, 4.64, -3.82)  0.095
H (-3.11, 2.55, -6.11)  0.116
H (-3.11, 2.23, -4.41)  0.077
H (-0.66, 2.38, -5.45)  0.111
H (-0.96, 3.35, -4.08)  0.101
H (-1.62, 3.49, -7.66)  0.132
H (0.12, 3.62, -7.28)  0.121
H (0.42, 5.83, -8.04)  0.106
H (-1.09, 6.33, -7.91)  0.106
H (-0.45, 6.27, -10.16)  0.089
H (-1.78, 5.12, -10.08)  0.080
H (-0.09, 4.50, -10.16)  0.081
C (3.51, -6.00, 4.82)  -0.089
C (2.42, -5.49, 5.80)  -0.265
C (1.84, -6.64, 6.59)  -0.210
C (2.82, -7.05, 7.67)  -0.090
N (2.21, -8.28, 8.52)  -0.135
C (1.04, -7.73, 9.43)  -0.091
C (1.29, -8.28, 10.84)  -0.123
C (2.82, -8.26, 10.93)  -0.139
C (3.29, -8.67, 9.53)  -0.105
C (1.77, -9.47, 7.57)  -0.126
C (2.81, -9.94, 6.53)  -0.192
C (2.04, -10.93, 5.61)  -0.076
H (3.26, -6.84, 4.17)  0.084
H (4.43, -6.17, 5.37)  0.079
H (3.81, -5.14, 4.22)  0.057
H (1.63, -5.03, 5.20)  0.086
H (2.85, -4.72, 6.44)  0.113
H (1.67, -7.43, 5.86)  0.113
H (0.93, -6.27, 7.05)  0.113
H (3.03, -6.33, 8.46)  0.135
H (3.80, -7.24, 7.25)  0.121
H (0.08, -8.10, 9.08)  0.127
H (1.07, -6.64, 9.53)  0.124
H (1.02, -9.33, 10.77)  0.126
H (0.72, -7.68, 11.54)  0.135
H (3.35, -8.80, 11.72)  0.136
H (3.27, -7.28, 11.09)  0.114
H (3.36, -9.76, 9.60)  0.135
H (4.29, -8.31, 9.26)  0.136
H (0.75, -9.33, 7.22)  0.117
H (1.54, -10.32, 8.22)  0.138
H (3.55, -10.47, 7.13)  0.123
H (3.21, -9.08, 5.99)  0.091
H (1.03, -10.62, 5.34)  0.071
H (1.80, -11.93, 5.97)  0.090
H (2.73, -11.08, 4.78)  0.083
C (-8.54, 3.85, 1.68)  -0.097
C (-9.08, 2.72, 0.81)  -0.246
C (-8.16, 1.57, 0.94)  -0.206
C (-8.36, 0.41, -0.12)  -0.048
N (-7.15, -0.57, -0.18)  -0.155
C (-7.67, -1.93, -0.70)  -0.083
C (-6.69, -2.97, -0.26)  -0.139
C (-5.98, -2.32, 0.96)  -0.169
C (-6.59, -0.97, 1.19)  -0.099
C (-6.09, -0.06, -1.20)  -0.083
C (-5.32, 1.23, -0.82)  -0.228
C (-4.32, 1.66, -1.81)  -0.111
H (-8.40, 3.46, 2.69)  0.078
H (-9.21, 4.71, 1.76)  0.092
H (-7.59, 4.29, 1.37)  0.067
H (-9.16, 3.14, -0.19)  0.123
H (-10.05, 2.43, 1.22)  0.133
H (-8.51, 1.00, 1.80)  0.118
H (-7.12, 1.88, 0.98)  0.094
H (-8.48, 0.79, -1.13)  0.137
H (-9.23, -0.23, 0.01)  0.134
H (-7.64, -1.91, -1.79)  0.143
H (-8.69, -2.13, -0.36)  0.150
H (-5.91, -3.14, -1.01)  0.093
H (-7.14, -3.94, -0.05)  0.137
H (-4.92, -2.24, 0.75)  0.092
H (-6.20, -2.97, 1.80)  0.124
H (-5.80, -0.38, 1.65)  0.118
H (-7.46, -1.05, 1.85)  0.146
H (-6.36, 0.00, -2.26)  0.141
H (-5.38, -0.87, -1.35)  0.113
H (-4.94, 1.04, 0.18)  0.105
H (-5.98, 2.10, -0.78)  0.119
H (-3.88, 2.64, -1.63)  0.086
H (-4.74, 1.74, -2.81)  0.087
H (-3.54, 0.92, -2.01)  0.055
Cl (3.02, 4.68, 0.19)  -0.418
Cl (1.78, -0.13, -5.73)  -0.489


# 2
DFT (the ωB97M-V functional and the def2-TZVPD basis) results for a 2-piece molecular cluster, CH5NO2 overall in a non-equilibrium geometry.

Summary:
**Energy above the lowest of the compared OMol25 structures with the same formula, charge and spin**: 81.3 kcal/mol
**Frontier orbital gap (spin up / spin down)**: 9.706 / 9.706 eV
**LUMO energy (spin up / spin down)**: 0.74 / 0.74 eV

Last column: Löwdin charge in e.
Positions of all 9 atoms, in Å:
C (1.99, -0.36, 0.47)  0.038
N (0.69, -0.41, 0.69)  -0.250
O (-2.51, 1.00, -0.98)  -0.055
O (0.09, -1.27, 1.33)  -0.070
H (2.58, 0.51, 0.16)  0.072
H (2.61, -1.13, 0.95)  0.081
H (-3.29, 1.21, -1.56)  0.066
H (0.23, 0.32, 0.21)  0.126
H (-2.40, 0.13, -1.27)  -0.008


| no. | M (g mol⁻¹) |
| --- | --- |
| 1 | 1605.8 |
| 2 | 63.1 |